No. 1
Molecular formula: C31H64N8O13
Method: DFT, ωB97M-V/def2-TZVPD

```
116
C31H64N8O13 ωB97M-V/def2-TZVPD
O 3.241 -0.163 -3.559
C 2.342 0.421 -4.065
O 1.840 0.082 -5.306
C 0.807 0.955 -5.621
O 0.218 0.854 -6.652
C 0.627 1.921 -4.501
C -0.413 2.988 -4.385
C -1.771 2.611 -4.998
C -2.371 1.349 -4.376
O -3.367 0.764 -5.222
C 1.559 1.602 -3.596
O 1.788 2.173 -2.383
H -0.061 3.928 -4.820
H -0.543 3.186 -3.312
H -1.670 2.456 -6.077
H -2.464 3.448 -4.850
H -2.878 1.581 -3.433
H -1.598 0.606 -4.137
H -2.905 0.333 -5.953
H 2.342 2.960 -2.492
C 1.024 -0.590 1.829
N 1.040 -0.509 0.380
C 2.316 -0.519 -0.327
C -0.080 -0.413 -0.355
O -0.106 -0.375 -1.575
H 1.589 0.239 2.258
H 1.481 -1.522 2.160
H -0.003 -0.539 2.192
H 2.419 0.405 -0.892
H 2.358 -1.340 -1.041
H 3.126 -0.614 0.391
H -1.005 -0.391 0.247
C 5.596 -2.462 5.475
N 4.564 -2.120 4.516
C 3.201 -1.941 4.981
C 4.822 -1.967 3.204
O 3.982 -1.686 2.367
H 5.352 -3.404 5.971
H 5.693 -1.683 6.234
H 6.551 -2.570 4.964
H 2.532 -2.648 4.490
H 2.849 -0.932 4.758
H 3.169 -2.107 6.055
H 5.881 -2.126 2.943
C 5.713 -7.790 2.915
N 5.182 -6.903 3.926
C 4.978 -5.500 3.609
C 4.867 -7.323 5.166
O 4.432 -6.600 6.044
H 6.701 -7.459 2.588
H 5.056 -7.824 2.044
H 5.801 -8.795 3.324
H 5.561 -4.882 4.292
H 3.926 -5.238 3.732
H 5.283 -5.300 2.587
H 5.047 -8.400 5.320
C -5.195 0.130 2.076
N -4.179 1.120 1.762
C -2.900 1.071 2.443
C -4.368 2.091 0.851
O -3.543 2.943 0.570
H -5.465 0.186 3.128
H -4.822 -0.873 1.857
H -6.074 0.313 1.461
H -2.719 2.006 2.975
H -2.096 0.941 1.716
H -2.897 0.246 3.150
H -5.362 2.049 0.373
C -0.933 7.667 -0.523
N -0.374 6.689 -1.432
C 0.323 5.533 -0.895
C -0.489 6.804 -2.769
O -0.045 5.996 -3.564
H -0.150 8.117 0.092
H -1.673 7.206 0.134
H -1.420 8.455 -1.095
H 1.355 5.513 -1.249
H -0.162 4.608 -1.206
H 0.318 5.592 0.191
H -1.045 7.701 -3.084
C 5.881 -4.304 -3.575
N 5.534 -4.013 -2.199
C 4.168 -3.608 -1.896
C 6.436 -4.099 -1.208
O 6.205 -3.879 -0.033
H 5.718 -3.430 -4.208
H 5.278 -5.130 -3.959
H 6.931 -4.585 -3.633
H 4.156 -2.613 -1.455
H 3.714 -4.301 -1.186
H 3.594 -3.601 -2.818
H 7.436 -4.402 -1.565
C -3.286 1.340 8.339
N -3.857 1.403 7.010
C -4.016 2.695 6.361
C -4.256 0.303 6.348
O -4.740 0.316 5.229
H -3.893 1.905 9.049
H -2.273 1.747 8.345
H -3.245 0.303 8.667
H -5.065 2.881 6.130
H -3.456 2.727 5.427
H -3.650 3.471 7.029
H -4.106 -0.629 6.916
C -6.556 1.263 -5.828
N -7.517 1.441 -6.899
C -8.933 1.507 -6.589
C -7.143 1.550 -8.188
O -7.914 1.700 -9.118
H -6.742 0.328 -5.296
H -6.619 2.088 -5.114
H -5.547 1.235 -6.227
H -9.477 0.711 -7.098
H -9.356 2.458 -6.915
H -9.063 1.404 -5.514
H -6.050 1.489 -8.327
```

Properties
SMILES string: O=C1OC(=O)C(CCCO)=C1O.CN(C)C=O.CN(C)C=O.CN(C)C=O.CN(C)C=O.CN(C)C=O.CN(C)C=O.CN(C)C=O.CN(C)C=O
Energy: -2635.7947 Eh
Net charge: 0
Multiplicity: 1

No. 2
Molecular formula: C31H65BFO20S9
Method: DFT, ωB97M-V/def2-TZVPD

```
127
C31H65BFO20S9 ωB97M-V/def2-TZVPD
O -2.551 0.541 1.834
C -1.516 0.184 1.302
O -0.324 0.809 1.296
B 0.572 -0.022 0.393
O -0.220 -1.265 0.061
C -1.436 -1.165 0.558
O -2.323 -2.047 0.492
O 1.762 -0.298 1.208
C 2.717 0.534 0.785
O 3.801 0.789 1.288
C 2.302 1.072 -0.592
O 1.117 0.714 -0.837
O 2.992 1.806 -1.290
F -8.265 -5.127 -2.077
C -6.949 -4.860 -1.749
C -6.562 -3.634 -1.280
C -5.202 -3.430 -0.885
C -4.318 -4.491 -0.977
C -4.724 -5.792 -1.459
C -6.026 -5.928 -1.855
H -7.327 -2.880 -1.167
H -4.910 -2.425 -0.620
H -3.317 -4.282 -0.630
H -4.058 -6.636 -1.367
H -6.331 -6.842 -2.344
C -4.021 -2.113 -4.304
S -2.188 -1.877 -4.442
O -1.989 -0.581 -5.192
C -1.677 -1.663 -2.660
H -4.454 -1.115 -4.237
H -4.344 -2.717 -3.456
H -4.441 -2.528 -5.220
H -2.032 -0.705 -2.280
H -0.605 -1.596 -2.473
H -2.020 -2.497 -2.048
C 3.165 -0.294 -4.541
S 1.431 -0.705 -4.114
O 0.406 0.161 -4.943
C 1.361 -2.504 -4.615
H 3.508 -0.191 -5.570
H 3.696 -1.198 -4.240
H 3.464 0.530 -3.893
H 1.260 -3.180 -3.766
H 2.209 -2.854 -5.203
H 0.413 -2.751 -5.094
C -0.614 2.469 -2.630
S -1.893 2.867 -3.871
O -1.532 1.902 -4.956
C -3.362 2.069 -3.072
H -0.423 1.396 -2.596
H -1.046 2.713 -1.660
H 0.324 2.977 -2.854
H -3.684 2.477 -2.114
H -3.138 1.059 -2.727
H -4.187 2.033 -3.784
C 1.691 -4.668 1.333
S 0.378 -5.900 1.542
O 0.923 -6.870 2.550
C -0.999 -4.945 2.364
H 1.488 -3.804 0.699
H 2.606 -5.116 0.947
H 1.948 -4.293 2.324
H -1.157 -3.928 2.003
H -0.688 -4.855 3.405
H -1.958 -5.443 2.222
C 3.393 4.175 1.842
S 4.170 4.684 3.464
O 3.047 4.786 4.446
C 5.404 3.414 3.857
H 2.763 3.304 2.024
H 4.220 3.999 1.154
H 2.825 5.008 1.426
H 5.006 2.400 3.854
H 5.944 3.754 4.741
H 6.131 3.533 3.053
C -5.458 5.875 1.489
S -5.545 4.210 0.630
O -5.094 4.189 -0.791
C -4.506 3.128 1.716
H -4.416 6.167 1.621
H -5.852 5.758 2.499
H -5.988 6.663 0.954
H -4.572 2.164 1.212
H -5.029 3.049 2.669
H -3.458 3.426 1.745
C -6.022 -0.488 1.145
S -6.654 0.461 2.623
O -7.074 1.812 1.972
C -8.259 -0.353 2.891
H -6.076 0.169 0.277
H -6.574 -1.425 1.074
H -4.973 -0.783 1.153
H -8.879 0.219 3.582
H -8.260 -1.385 3.240
H -8.841 -0.358 1.970
C 1.045 1.361 4.063
S 2.319 2.055 5.245
O 1.733 3.337 5.868
C 2.007 0.704 6.480
H 1.369 0.418 3.623
H 0.867 2.072 3.256
H 0.147 1.339 4.679
H 0.933 0.678 6.664
H 2.419 1.106 7.406
H 2.363 -0.293 6.225
C 5.216 -0.845 -1.438
S 4.145 -2.247 -0.760
O 3.141 -2.618 -1.925
C 5.274 -3.800 -0.585
H 6.142 -0.691 -0.885
H 4.597 0.037 -1.602
H 5.373 -1.232 -2.445
H 5.833 -4.010 -1.497
H 4.705 -4.668 -0.252
H 6.021 -3.503 0.152
C 9.599 2.995 0.870
O 8.521 3.333 0.035
C 7.988 4.557 -0.035
O 8.551 5.535 0.424
O 6.779 4.470 -0.661
C 6.394 3.366 -1.464
H 10.130 2.138 0.457
H 9.341 2.639 1.867
H 10.266 3.846 1.005
H 7.201 2.759 -1.875
H 5.855 3.800 -2.306
H 5.627 2.718 -1.041
```

Properties
Energy: -6433.2495 Eh
Net charge: -1
Multiplicity: 1

No. 3
Molecular formula: C31H65BN8O7
Method: DFT, ωB97M-V/def2-TZVPD

```
112
C31H65BN8O7 ωB97M-V/def2-TZVPD
C 4.400 1.288 0.947
C 3.436 1.242 -0.005
B 2.418 2.424 -0.092
C 1.232 2.438 -1.163
C 0.000 3.153 -0.509
C -1.296 2.297 -0.474
C -1.674 1.712 0.922
N -1.449 0.263 0.894
C -2.305 -0.752 1.229
C -1.684 -1.951 1.022
C -0.345 -1.688 0.535
C -0.292 -0.315 0.504
H 5.424 0.960 0.745
H 4.122 1.638 1.946
H 3.396 0.359 -0.657
H 2.528 3.315 0.693
H 1.018 1.432 -1.546
H 1.645 3.014 -2.017
H -0.222 4.033 -1.136
H 0.253 3.522 0.493
H -1.304 1.488 -1.214
H -2.122 2.972 -0.761
H -2.758 1.840 1.031
H -1.170 2.196 1.765
H -3.316 -0.634 1.610
H -2.072 -2.966 1.162
H 0.453 -2.369 0.254
H 0.638 0.124 0.147
C -5.897 -6.018 0.122
N -4.480 -5.696 0.128
C -3.831 -5.331 -1.121
C -3.744 -5.723 1.251
O -2.554 -5.465 1.311
H -6.076 -6.864 -0.537
H -6.458 -5.152 -0.240
H -6.239 -6.272 1.122
H -3.020 -6.031 -1.329
H -3.407 -4.330 -1.034
H -4.551 -5.354 -1.936
H -4.326 -6.007 2.144
C -3.654 -10.980 -0.198
N -4.465 -9.986 0.478
C -3.901 -9.269 1.608
C -5.724 -9.709 0.090
O -6.461 -8.889 0.609
H -3.369 -11.761 0.510
H -2.752 -10.507 -0.593
H -4.206 -11.431 -1.020
H -4.514 -9.445 2.494
H -3.899 -8.202 1.397
H -2.884 -9.605 1.795
H -6.050 -10.313 -0.774
C 4.730 4.647 -1.630
N 4.550 5.764 -2.539
C 5.722 6.456 -3.048
C 3.328 6.180 -2.928
O 3.115 7.107 -3.686
H 5.258 4.986 -0.738
H 5.317 3.870 -2.123
H 3.767 4.234 -1.337
H 5.672 7.507 -2.764
H 5.732 6.393 -4.137
H 6.629 6.010 -2.646
H 2.508 5.588 -2.485
C 1.426 -5.716 3.510
N 2.049 -5.194 2.310
C 3.454 -5.467 2.065
C 1.363 -4.462 1.411
O 1.831 -3.999 0.386
H 1.939 -5.319 4.389
H 1.498 -6.806 3.514
H 0.377 -5.430 3.551
H 4.001 -4.526 1.991
H 3.563 -6.003 1.121
H 3.866 -6.065 2.875
H 0.307 -4.312 1.688
C -0.725 1.613 -4.407
N -0.745 0.224 -4.819
C 0.198 -0.705 -4.216
C -1.610 -0.238 -5.745
O -1.672 -1.389 -6.129
H 0.259 2.039 -4.618
H -0.921 1.673 -3.335
H -1.483 2.184 -4.941
H 0.824 -1.145 -4.993
H -0.348 -1.507 -3.717
H 0.824 -0.186 -3.493
H -2.280 0.546 -6.139
C -5.638 5.721 2.209
N -4.832 4.551 2.500
C -5.413 3.231 2.320
C -3.558 4.647 2.933
O -2.836 3.704 3.192
H -6.524 5.721 2.847
H -5.950 5.698 1.163
H -5.070 6.631 2.390
H -5.395 2.692 3.268
H -4.825 2.669 1.593
H -6.438 3.319 1.969
H -3.214 5.690 3.037
C 6.936 8.675 2.438
N 7.017 7.761 1.315
C 5.939 7.731 0.344
C 8.063 6.930 1.135
O 8.176 6.146 0.212
H 6.045 8.451 3.027
H 6.873 9.701 2.069
H 7.815 8.580 3.073
H 5.515 6.728 0.312
H 6.337 7.971 -0.642
H 5.166 8.447 0.612
H 8.832 7.022 1.920
```

Properties
SMILES string: C=CBCCCCn1cccc1.CN(C)C=O.CN(C)C=O.CN(C)C=O.CN(C)C=O.CN(C)C=O.CN(C)C=O.CN(C)C=O
Energy: -2209.6750 Eh
Net charge: 0
Multiplicity: 1

No. 4
Molecular formula: C31H65Br2F7O17PS7
Method: DFT, ωB97M-V/def2-TZVPD

```
130
C31H65Br2F7O17PS7 ωB97M-V/def2-TZVPD
C 4.183 -1.547 1.161
C 4.309 -0.221 0.417
O 3.782 0.955 0.998
C 2.470 1.159 1.489
C 2.412 0.685 2.950
O 3.625 1.155 3.577
C 3.937 0.659 4.761
F 4.680 -0.482 4.700
F 2.850 0.332 5.522
F 4.652 1.554 5.464
O 2.357 2.543 1.614
P 1.614 3.384 0.359
O 0.712 4.169 -0.862
F 0.237 3.485 1.363
C 3.134 3.226 -0.846
C 4.439 3.915 -0.637
O 4.986 4.632 -1.428
Br 5.450 3.592 1.040
C 2.166 5.034 1.101
C 1.962 6.200 0.216
O 2.667 6.602 -0.662
Br 0.330 7.246 0.669
O 0.986 1.875 -0.209
C 1.215 0.746 0.634
C 1.357 -0.439 -0.328
C 0.111 -1.132 -0.817
O -0.386 -0.435 -1.979
C -1.604 -0.769 -2.373
O -2.191 -1.770 -2.021
C -0.011 0.654 1.567
C -1.362 0.909 0.899
O -2.291 -0.075 1.439
C -3.444 0.489 1.986
C -4.410 -0.617 2.427
F -3.947 -1.866 2.226
F -5.640 -0.591 1.827
F -4.690 -0.528 3.758
H 4.838 -1.596 2.025
H 3.170 -1.786 1.448
H 4.498 -2.331 0.473
H 3.949 -0.359 -0.601
H 5.369 -0.006 0.297
H 2.337 -0.396 3.047
H 1.590 1.173 3.451
H 0.222 3.488 -1.332
H 3.355 2.164 -0.952
H 2.809 3.586 -1.819
H 3.193 5.012 1.449
H 1.540 5.178 1.973
H 1.964 -1.213 0.115
H 1.913 -0.071 -1.184
H 0.367 -2.145 -1.124
H -0.677 -1.220 -0.076
H -2.018 -0.035 -3.065
H 0.109 1.419 2.321
H -0.060 -0.332 2.033
H -1.721 1.906 1.132
H -1.351 0.800 -0.176
H -3.192 1.068 2.876
H -3.967 1.122 1.268
C 3.154 -3.459 5.630
S 2.494 -4.399 4.254
O 2.652 -3.570 3.030
C 0.771 -4.284 4.745
H 4.227 -3.358 5.486
H 2.695 -2.476 5.647
H 2.954 -3.996 6.558
H 0.484 -3.235 4.809
H 0.635 -4.782 5.705
H 0.178 -4.783 3.982
C -7.290 -4.709 0.271
S -6.052 -3.490 -0.197
O -6.288 -3.199 -1.640
C -4.643 -4.592 -0.108
H -8.262 -4.221 0.240
H -7.269 -5.539 -0.435
H -7.086 -5.058 1.283
H -4.805 -5.438 -0.776
H -4.514 -4.928 0.922
H -3.773 -4.025 -0.427
C 5.697 -5.572 3.394
S 7.352 -4.920 3.139
O 7.365 -4.268 1.808
C 8.145 -6.522 2.935
H 5.014 -4.733 3.507
H 5.401 -6.167 2.531
H 5.684 -6.177 4.302
H 7.679 -7.051 2.104
H 8.053 -7.094 3.858
H 9.195 -6.342 2.717
C -6.471 0.374 -5.904
S -6.319 1.005 -4.228
O -4.860 1.067 -3.935
C -6.952 -0.469 -3.429
H -6.091 1.127 -6.588
H -5.872 -0.529 -6.006
H -7.519 0.168 -6.128
H -6.375 -1.343 -3.728
H -8.002 -0.592 -3.697
H -6.864 -0.335 -2.354
C -2.227 0.235 -7.171
S -3.066 -0.457 -8.584
O -4.495 -0.590 -8.191
C -2.340 -2.098 -8.473
H -2.591 1.251 -7.039
H -2.464 -0.352 -6.285
H -1.153 0.255 -7.337
H -2.563 -2.524 -7.494
H -1.264 -2.025 -8.625
H -2.783 -2.711 -9.255
C 2.316 1.888 -4.169
S 1.698 1.128 -5.664
O 0.242 0.929 -5.464
C 2.478 -0.471 -5.407
H 1.898 2.892 -4.113
H 1.991 1.305 -3.307
H 3.406 1.942 -4.216
H 2.145 -0.887 -4.457
H 3.562 -0.352 -5.417
H 2.173 -1.123 -6.224
C -1.901 7.614 4.492
S -2.570 6.902 2.984
O -2.427 7.930 1.929
C -4.293 6.953 3.505
H -0.827 7.709 4.351
H -2.344 8.597 4.658
H -2.108 6.949 5.331
H -4.572 7.980 3.743
H -4.431 6.304 4.370
H -4.894 6.589 2.674
```

Properties
Energy: -11474.9962 Eh
Net charge: -1
Multiplicity: 1

Per-record lowest unoccupied orbital energy, Eh: -0.00649 0.05486 -0.00030 0.05273
Per-record frontier orbital gap, eV: 8.65 7.04 7.59 7.83
Per-record max |F|, Eh/bohr: 0.008 0.089 0.051 0.031